DFT (wB97M-V/def2-TZVPD) results for C54H100N2O19Pb as an isolated structure.

```
176
Properties=species:S:1:pos:R:3:forces:R:3:lowdin_charge:R:1
Pb 27.255883 15.375279 12.393398 -0.260 0.301 -0.430 1.663
C 28.825963 18.695840 10.827702 0.328 -0.077 0.181 -0.036
C 27.799337 19.400673 11.701614 -0.991 1.750 -0.793 -0.506
C 27.036850 20.303483 10.694646 -0.704 -0.571 0.829 -0.132
C 25.697802 20.816317 11.218567 0.246 0.433 -1.237 -0.172
C 24.854209 19.622744 11.611446 -0.454 1.109 0.279 -0.139
C 25.486311 18.638133 12.631491 -0.347 2.123 -0.088 -0.485
N 26.891835 18.441470 12.300834 -0.094 -1.503 -1.039 -0.176
O 27.569390 17.561976 13.190463 -0.495 -0.597 -0.334 -0.428
C 24.617994 17.393348 12.525481 0.951 -0.333 -0.276 -0.055
C 25.303038 19.316040 14.010817 -0.013 -0.422 -0.223 -0.011
C 28.457032 20.406352 12.678341 0.734 -0.893 0.024 -0.001
H 29.418324 19.451780 10.304295 0.247 -0.025 0.310 0.067
H 28.336470 18.129565 10.033728 -0.161 -0.152 0.157 0.062
H 29.475312 18.031311 11.398433 0.099 0.075 -0.006 0.081
H 26.717077 19.683800 9.848373 0.387 0.095 -0.221 0.120
H 27.703935 21.103827 10.379820 -0.011 -0.037 -0.238 0.100
H 25.276784 21.284901 10.318074 -0.471 -0.105 0.202 0.103
H 25.636532 21.638611 11.941127 0.740 -0.345 0.395 0.101
H 24.447331 19.175384 10.702155 0.336 -0.451 0.014 0.108
H 24.000734 20.098119 12.109498 -0.263 -0.557 -0.017 0.093
H 23.582036 17.648705 12.307637 -0.105 0.115 0.318 0.077
H 24.700482 16.768252 13.416085 -0.156 -0.148 -0.051 0.060
H 24.951741 16.860707 11.626494 -0.073 -0.288 0.133 0.045
H 25.958673 20.181086 14.057440 0.049 -0.038 0.238 0.058
H 25.515853 18.611299 14.815687 0.204 0.165 0.089 0.088
H 24.280038 19.685248 14.115226 -0.034 -0.187 0.112 0.060
H 27.759053 20.747962 13.436759 0.125 -0.207 0.246 0.064
H 28.839134 21.303424 12.187219 -0.020 -0.161 -0.269 0.055
H 29.326692 19.881421 13.083877 -0.178 0.305 0.676 0.074
C 24.277271 13.423732 12.107275 1.285 0.410 1.393 -0.070
C 24.311197 13.696529 10.603295 -2.056 -1.579 0.635 -0.525
C 22.954689 14.356747 10.358710 -0.540 2.320 -1.827 -0.145
C 22.907539 14.961341 8.937839 0.894 -0.696 -0.218 -0.171
C 24.112689 15.869711 8.737109 -0.210 -0.153 -0.274 -0.149
C 25.469063 15.160199 8.942868 -0.829 0.270 -0.208 -0.518
N 25.439038 14.524886 10.257336 0.398 1.108 0.733 -0.218
O 26.646678 13.859905 10.527669 0.539 0.094 0.446 -0.442
C 26.490627 16.293217 8.940729 1.459 -0.622 0.921 -0.061
C 25.816942 14.235115 7.752909 -0.132 0.276 0.333 -0.017
C 24.241689 12.286212 9.954410 0.769 0.051 0.173 -0.028
H 25.143872 12.901077 12.533607 -0.015 -0.374 -0.636 0.076
H 23.400075 12.884440 12.463959 -0.154 0.026 -0.358 0.089
H 24.335447 14.357039 12.685976 -0.425 0.237 -0.281 0.052
H 22.768315 15.257944 10.961111 0.439 -0.258 0.578 0.107
H 22.045371 13.766650 10.474025 0.488 -0.704 0.327 0.118
H 21.960747 15.457875 8.719620 0.029 0.056 0.071 0.107
H 23.062004 14.177568 8.183874 -0.477 -0.143 0.095 0.107
H 24.092604 16.727762 9.410780 -0.187 0.106 0.038 0.093
H 24.100073 16.228339 7.703092 0.042 0.299 0.131 0.119
H 27.427611 15.992201 9.438913 -0.153 -0.547 -0.196 0.055
H 26.215833 17.137181 9.577681 -0.468 0.353 -0.626 0.059
H 26.843166 16.496759 7.929398 -0.478 0.663 -0.020 0.093
H 25.340975 13.260281 7.725825 -0.032 0.016 0.318 0.058
H 26.895167 14.093704 7.789327 0.005 -0.146 -0.403 0.083
H 25.472086 14.760673 6.859252 0.489 -0.036 -0.187 0.084
H 25.189784 11.819328 10.230615 -0.201 -0.373 -0.057 0.083
H 24.146348 12.203185 8.874075 -0.081 0.412 -0.015 0.059
H 23.383874 11.770831 10.385654 0.178 -0.198 0.112 0.081
C 21.534065 22.035195 10.688870 -0.752 0.602 -1.152 -0.162
C 21.367547 20.545484 10.752017 -0.475 -1.986 1.251 -0.191
C 21.915258 19.956027 9.439016 -0.307 0.756 1.534 -0.183
O 22.869326 20.931499 9.035992 -0.067 -0.360 -0.526 -0.135
C 22.430411 22.226661 9.438614 -0.145 -0.205 0.577 -0.176
H 21.927208 22.540897 11.568009 0.175 -0.325 0.107 0.091
H 20.557541 22.479346 10.470101 0.107 0.185 0.167 0.111
H 20.354614 20.146949 10.891519 -0.230 0.661 -0.135 0.112
H 21.849998 20.105726 11.633077 0.518 0.164 -0.298 0.073
H 21.041204 19.765709 8.804934 0.441 0.440 -0.737 0.119
H 22.375020 18.993162 9.648680 0.439 0.044 -0.336 0.104
H 21.861322 22.706703 8.639623 0.140 0.027 -0.105 0.117
H 23.296590 22.828279 9.711369 0.179 -0.061 -0.389 0.109
C 25.122729 26.124183 12.410843 0.707 0.369 0.110 -0.180
C 23.679827 26.608377 12.414774 0.653 0.152 -0.745 -0.171
C 23.246556 26.190515 13.809569 0.470 0.425 -0.986 -0.201
O 23.886343 24.937034 14.010269 -0.215 -0.760 0.332 -0.159
C 25.018332 24.785733 13.141511 -0.017 0.492 -0.431 -0.192
H 25.745470 26.825592 12.979263 -0.150 -0.103 0.257 0.114
H 25.621601 26.104589 11.440745 -0.319 -0.394 -0.151 0.113
H 23.150949 26.081118 11.614890 -0.298 -0.086 0.269 0.114
H 23.621767 27.670611 12.176486 -0.167 0.041 0.307 0.116
H 22.159186 26.126538 13.823250 0.033 -0.321 0.601 0.114
H 23.649349 26.901246 14.537866 -0.409 0.081 0.118 0.124
H 24.844721 23.963206 12.440344 -0.154 -0.032 0.038 0.104
H 25.927512 24.551950 13.698361 -0.156 -0.013 0.270 0.108
C 32.182798 21.890414 13.439576 -2.372 -0.422 -0.821 -0.162
C 32.449270 20.381115 13.275637 1.628 0.241 1.012 -0.148
C 32.630831 19.917165 14.746640 -0.040 -0.220 -0.756 -0.206
O 32.966024 21.078500 15.467895 0.696 0.429 0.796 -0.134
C 32.212130 22.147985 14.943841 -0.578 0.208 -0.443 -0.211
H 31.165473 22.045064 13.050070 0.080 0.385 0.137 0.085
H 32.814928 22.521120 12.821821 0.382 -0.089 0.257 0.107
H 33.438737 20.336955 12.816689 -0.163 -0.488 -0.252 0.102
H 31.759597 19.745495 12.729627 -0.259 0.373 -0.163 0.094
H 33.458035 19.211297 14.817990 0.035 0.058 0.219 0.116
H 31.741756 19.421838 15.158147 -0.140 0.221 -0.037 0.116
H 32.572997 23.160036 15.141720 0.841 -0.399 0.389 0.116
H 31.223636 22.156688 15.429069 -0.172 -0.302 -0.414 0.116
C 29.279594 26.331266 11.519883 -1.497 0.472 0.223 -0.151
C 29.071890 25.009963 12.307046 1.921 0.679 0.048 -0.138
C 28.879448 23.955945 11.222873 -0.592 0.624 -0.877 -0.186
O 28.873211 24.649171 9.964193 -0.379 0.436 -0.318 -0.159
C 29.558295 25.880230 10.100992 0.919 -0.032 -0.856 -0.219
H 29.933960 27.062999 11.990469 0.567 -0.401 -0.157 0.110
H 28.322715 26.870127 11.522894 -0.052 -0.130 -0.243 0.097
H 28.313225 25.093212 13.079505 -0.238 -0.165 -0.186 0.093
H 30.031922 24.855923 12.809912 -0.209 -0.393 0.227 0.104
H 27.873096 23.536085 11.272750 0.303 -0.641 0.192 0.111
H 29.694023 23.238586 11.109073 -0.212 -0.339 0.734 0.100
H 29.253431 26.561718 9.300255 -0.690 0.023 0.344 0.118
H 30.613678 25.746555 9.804108 0.155 -0.200 0.849 0.120
C 24.961207 22.607355 16.632741 0.095 2.429 -1.312 -0.209
C 24.151197 22.142114 17.816028 0.160 -1.041 -0.810 -0.167
C 25.287921 21.808134 18.773267 -0.413 0.378 0.062 -0.204
O 26.404576 21.407738 17.978577 0.755 0.305 -0.428 -0.135
C 26.129403 21.652630 16.568533 -2.492 -1.194 1.120 -0.161
H 25.299979 23.650483 16.740967 0.183 -0.166 0.521 0.120
H 24.389497 22.732625 15.706319 0.002 -0.650 -0.036 0.086
H 23.653157 21.222621 17.476494 -0.085 -0.011 0.362 0.106
H 23.376185 22.822799 18.157811 0.240 0.174 0.221 0.116
H 25.029614 21.005210 19.463231 0.152 0.013 0.068 0.117
H 25.509728 22.730050 19.325453 0.321 -0.233 0.166 0.118
H 25.634275 20.732196 16.232185 0.669 -0.226 -0.393 0.094
H 26.958307 21.880103 15.909097 0.425 0.260 0.547 0.119
C 22.154892 21.301575 14.536604 1.586 1.334 -0.395 -0.035
C 21.042247 22.180715 15.037392 -0.716 -1.858 0.047 -0.256
C 20.146949 22.808235 13.962275 -0.729 -0.397 0.976 -0.052
O 18.817009 22.592109 14.490948 -0.047 0.456 -0.085 0.056
C 18.832416 21.568981 15.368609 0.812 0.657 -0.199 -0.598
O 17.868766 21.054962 15.812922 -0.702 -0.529 0.325 0.170
O 20.103892 21.244096 15.661863 -0.017 0.159 0.227 0.056
H 21.877695 20.578270 13.773227 -0.317 -0.011 0.128 0.068
H 22.754613 20.837385 15.319200 -0.560 -0.243 0.276 0.072
H 22.904222 21.980295 14.096382 -0.147 -0.126 -0.314 0.085
H 21.368021 22.854067 15.828677 0.041 0.253 -0.215 0.157
H 20.120348 22.235922 13.036573 0.710 0.395 -0.247 0.119
H 20.287589 23.880618 13.886752 0.099 -0.021 -0.491 0.133
C 30.050729 19.659820 7.320663 -0.621 -0.937 0.598 -0.030
C 31.044525 20.783211 7.437867 -0.166 -0.616 1.042 -0.286
C 30.547425 22.007644 8.268441 -0.336 -1.505 -2.295 -0.111
O 31.442309 22.120227 9.336078 0.114 0.149 -0.072 0.054
C 32.409733 21.146504 9.249895 -0.922 0.799 -0.312 -0.555
O 33.321905 21.113679 9.992057 0.738 -0.417 0.515 0.179
O 32.153329 20.317561 8.233596 0.360 -0.110 -0.207 0.089
H 29.577804 19.336036 8.256636 0.372 0.624 0.251 0.058
H 30.551636 18.735080 7.025696 -0.068 0.214 -0.676 0.094
H 29.181972 19.904271 6.706993 0.367 0.012 -0.494 0.095
H 31.412288 21.020246 6.440955 0.201 0.284 0.106 0.148
H 29.531881 21.739225 8.552081 -0.044 0.635 0.565 0.120
H 30.566253 22.785094 7.504504 -0.071 0.915 0.964 0.134
C 19.787746 18.032977 14.396972 -1.636 0.256 -0.438 -0.013
C 20.557971 17.057006 15.241777 1.490 0.303 -0.693 -0.276
C 21.792606 16.496549 14.493484 -1.326 1.301 0.158 -0.089
O 22.781373 16.433513 15.515314 0.176 -0.559 -0.047 0.061
C 22.439626 17.297899 16.497512 -0.783 0.125 -0.639 -0.562
O 23.108776 17.575012 17.431347 0.715 -0.001 0.568 0.162
O 21.227878 17.831280 16.260026 -0.229 -0.485 0.476 0.085
H 20.157925 19.050680 14.496904 0.482 -0.165 0.116 0.065
H 18.732246 18.133213 14.667263 0.093 -0.228 0.296 0.092
H 19.749366 17.800176 13.328380 0.348 -0.316 0.090 0.091
H 20.038966 16.207237 15.687704 -0.463 0.403 0.186 0.159
H 22.065966 17.277400 13.781274 0.343 -0.362 -0.221 0.109
H 21.518628 15.567528 14.005023 0.723 -0.312 0.119 0.142
C 25.874998 16.827679 18.823392 0.611 1.145 -0.469 -0.026
C 26.283079 15.557748 18.113208 -1.885 -0.676 1.204 -0.294
C 25.096585 14.580481 17.913992 0.243 0.309 -0.053 -0.066
O 25.050353 14.391980 16.498670 -0.163 0.089 -0.194 0.084
C 26.004827 15.111376 15.902617 -0.360 -0.275 0.946 -0.542
O 26.169499 15.103708 14.717590 0.175 0.047 -0.378 -0.032
O 26.739484 15.792315 16.786770 0.519 -0.077 -0.258 0.129
H 25.308807 17.545635 18.228930 -0.037 -0.453 -0.473 0.067
H 26.795490 17.364186 19.068690 -0.163 -0.023 0.498 0.090
H 25.232318 16.670372 19.687879 0.391 -0.381 0.245 0.095
H 26.954928 15.004551 18.772232 0.911 0.327 -0.693 0.150
H 24.178034 15.025473 18.292603 -0.183 -0.136 -0.316 0.126
H 25.272269 13.607446 18.368890 -0.068 0.031 0.035 0.132
```
Forces are in eV/Å.

Calculated values
highest occupied orbital energy = -6.588 eV
relative energy (zero: lowest compared OMol25 entry of this formula, charge and spin) = 0.0 kJ/mol
LUMO energy = -0.0136 Eh
HOMO-LUMO gap = 6.219 eV